(1)
ORCA calculation (ωB97M-V/def2-TZVPD) on an isolated molecule of C10H9N in a non-equilibrium geometry.

XYZ file:
```
20
Properties=species:S:1:pos:R:3
N -1.641 1.133 0.716
C 0.661 -0.293 -2.684
C 1.881 -0.917 -2.478
C -0.145 0.005 -1.628
C 2.369 -1.142 -1.182
C 0.284 -0.204 -0.289
C -1.557 0.610 2.899
C 1.552 -0.779 -0.037
C -2.223 1.382 1.922
C -0.525 -0.119 2.149
C -0.589 0.325 0.800
H -1.884 0.669 3.758
H -3.303 1.939 2.097
H 2.337 -1.336 -3.070
H -1.111 0.442 -1.897
H 1.736 -0.954 0.937
H 3.443 -1.468 -0.867
H -1.928 1.736 -0.208
H 0.394 -0.163 -3.645
H 0.251 -0.865 2.708
```

**ΔE to the lowest compared entry with this formula, charge and spin**: 99.64 kcal per mole
**HOMO energy**: -0.282 Ha
**SMILES**: c1ccc(-c2ccc[nH]2)cc1
**Spin multiplicity**: 1
**Charge**: 0
**Energy**: -12001.8798 eV
**Gap between HOMO and LUMO**: 8.48 eV

Löwdin population analysis, charges in e, atoms 1 to 5:
1. N 0.00
2. C -0.07
3. C -0.06
4. C -0.04
5. C -0.02

***

(2)
ORCA calculation (ωB97M-V/def2-TZVPD) on a structure of composition C43H40F4IN12S4Sn.

XYZ file:
```
105
Properties=species:S:1:pos:R:3
I 1.030 -5.409 2.506
Sn -0.035 0.282 -0.179
S -0.784 -0.205 2.796
S -2.767 0.218 -1.903
S -4.364 -3.025 -6.416
S -3.276 -0.832 -4.693
F -0.093 3.836 -4.079
F 0.476 -1.462 -5.128
F -0.018 2.997 -6.545
F 0.433 -0.679 -2.607
N -0.779 -2.472 -0.039
N 1.538 -1.679 2.974
N -3.977 -2.086 -2.585
N 1.164 2.662 0.739
N 2.816 -0.181 -0.659
N 1.901 -1.152 1.774
N -5.202 7.022 7.697
N -4.377 -2.826 -3.689
N 0.119 1.912 -1.846
N -2.588 1.610 1.142
N -0.052 -2.065 4.518
N -3.767 2.713 2.661
C 3.593 -0.958 0.110
C 0.960 2.485 2.176
C 0.110 3.300 -1.432
C -5.137 -5.985 -1.945
C 0.220 0.740 -5.931
C -2.080 -2.555 0.239
C -3.907 1.210 1.067
C 0.079 2.065 -5.576
C -4.643 5.365 5.790
C 5.264 -1.084 -1.615
C -3.382 -0.989 -2.936
C -6.644 -5.763 -3.794
C -4.647 1.874 1.987
C -4.086 -2.345 -4.920
C -6.066 -4.548 -4.133
C -2.590 -3.460 1.156
C 4.819 -1.440 -0.355
C 0.343 -1.353 3.408
C 0.037 2.497 -4.266
C -4.951 6.284 6.851
C 4.477 -0.250 -2.388
C -4.549 -4.776 -2.275
C -3.329 5.193 5.361
C -5.661 4.643 5.174
C 2.507 3.050 0.338
C -2.541 2.495 2.091
C 0.698 3.734 3.031
C -0.367 -4.208 1.528
C -1.715 -4.296 1.829
C 3.138 -1.321 1.473
C -5.004 -4.065 -3.382
C 0.268 0.267 -3.575
C 0.320 -0.151 -4.880
C -5.372 3.769 4.144
C -3.038 4.319 4.334
C 0.122 1.614 -3.163
C 0.063 -3.292 0.584
C 2.968 4.467 0.693
C -6.180 -6.490 -2.709
C 3.262 0.161 -1.864
C 0.082 3.384 0.084
C 4.143 -1.913 2.426
C -4.058 3.599 3.710
H -1.644 2.980 2.434
H 6.211 -1.456 -1.986
H 2.236 5.216 0.386
H -2.719 -1.864 -0.302
H -6.629 -7.444 -2.459
H 3.197 2.322 0.774
H -0.769 -1.639 5.078
H 4.784 0.075 -3.372
H -4.775 -6.537 -1.086
H -4.222 0.487 0.334
H 1.112 -3.197 0.330
H 0.986 3.832 -1.822
H -0.060 4.379 2.578
H -0.773 3.845 -1.784
H 0.680 -2.561 5.002
H 0.113 1.807 2.310
H -2.010 4.196 4.028
H -6.682 4.768 5.506
H -0.845 2.916 0.427
H 1.586 4.343 3.196
H 1.830 1.951 2.565
H 0.023 4.450 0.351
H 4.241 -2.993 2.280
H 0.230 0.422 -6.962
H -2.532 5.745 5.840
H -6.177 3.223 3.677
H 3.802 -1.755 3.444
H 2.616 0.808 -2.439
H 2.573 2.922 -0.743
H 5.408 -2.103 0.259
H -7.470 -6.138 -4.386
H -3.652 -3.493 1.355
H -5.695 1.821 2.213
H 5.124 -1.456 2.292
H 3.147 4.579 1.762
H -3.742 -4.363 -1.687
H -6.432 -3.979 -4.974
H -2.072 -4.995 2.574
H 0.328 3.416 4.009
H 3.904 4.684 0.175
```

**ΔE to the lowest compared entry with this formula, charge and spin**: 0.00 kcal per mole
**HOMO energy**: -0.171 Ha
**Spin multiplicity**: 1
**Charge**: -1
**Energy**: -131265.9006 eV
**Gap between HOMO and LUMO**: 6.18 eV

Löwdin population analysis, charges in e, atoms 1 to 5:
1. I 0.83
2. Sn 1.31
3. S 0.54
4. S 0.52
5. S 0.52

***

(3)
ORCA calculation (ωB97M-V/def2-TZVPD) on a cluster of 2 separate species, C10H17BrSi in total in a non-equilibrium geometry.

XYZ file:
```
29
Properties=species:S:1:pos:R:3
Br 0.376 -2.099 -2.958
Si -0.309 -0.292 -1.705
C -4.138 -0.593 -0.556
C 1.912 -0.011 2.471
C -0.803 1.057 -2.887
C 0.984 -1.540 0.548
C 2.087 -1.263 1.573
C 0.324 0.933 0.683
C 1.494 1.221 1.631
C -0.662 2.318 -2.558
C -3.127 -1.373 -0.362
C 0.815 -0.180 -0.252
H 1.356 1.897 2.446
H 2.828 0.142 2.858
H -0.719 0.523 1.031
H 1.191 -0.263 3.333
H -2.812 -2.041 0.510
H 2.413 1.452 1.156
H 0.124 1.688 0.042
H -5.017 -0.593 0.232
H 2.205 -2.129 2.089
H 1.383 -2.252 -0.266
H -1.394 0.795 -3.794
H 2.944 -1.285 0.904
H 1.853 -0.154 -0.622
H 0.142 2.649 -1.945
H -1.174 3.114 -3.150
H -4.251 -0.033 -1.392
H -0.023 -1.690 0.941
```

**ΔE to the lowest compared entry with this formula, charge and spin**: 162.19 kcal per mole
**HOMO energy (spin up / spin down)**: -0.312 / -0.259 Ha
**Spin multiplicity**: 1
**Charge**: 0
**Energy**: -88560.5399 eV
**Gap between HOMO and LUMO (spin up / spin down)**: 8.13 / 6.93 eV

Löwdin population analysis, charges in e, atoms 1 to 5:
1. Br 0.26
2. Si 0.45
3. C -0.16
4. C -0.17
5. C -0.33

***

(4)
ORCA calculation (ωB97M-V/def2-TZVPD) on a structure of composition C53H47CsN4O2P2S3Si in a non-equilibrium geometry.

XYZ file:
```
113
Properties=species:S:1:pos:R:3
Cs 12.206 -19.085 -0.995
S 12.854 -18.070 -4.260
S 14.794 -17.836 -6.510
S 10.152 -19.330 2.518
P 8.467 -19.200 -2.472
P 10.315 -15.576 -2.193
Si 8.319 -17.041 -0.037
O 14.543 -20.620 0.553
O 11.654 -12.928 3.529
N 14.702 -19.985 -5.039
N 14.305 -20.658 -3.872
N 9.849 -21.906 2.002
N 14.709 -22.069 -1.175
C 14.059 -16.196 -6.436
C 8.921 -12.283 -0.151
C 9.601 -15.432 -3.843
C 8.208 -21.699 -1.176
C 6.409 -17.758 -3.758
C 11.353 -23.676 2.351
C 14.962 -20.860 -0.606
C 6.070 -20.920 0.438
C 7.069 -17.143 1.436
C 15.738 -19.804 -1.288
C 10.658 -20.900 2.488
C 10.152 -23.219 1.942
C 6.816 -21.819 -5.279
C 13.896 -13.834 -3.354
C 6.590 -22.185 0.588
C 5.669 -15.606 -3.084
C 14.104 -18.820 -5.168
C 9.070 -20.143 -5.017
C 11.883 -14.615 -2.263
C 15.914 -23.714 -2.419
C 6.960 -20.947 -4.214
C 14.920 -24.373 -0.354
C 8.694 -15.530 -6.467
C 15.062 -21.719 -3.613
C 9.783 -16.575 -4.610
C 7.681 -22.590 -0.240
C 13.849 -13.948 -0.929
C 12.502 -14.330 -1.038
C 7.789 -21.753 -6.276
C 8.340 -14.442 -5.674
C 6.385 -15.702 -1.905
C 8.884 -20.943 -6.164
C 7.693 -20.416 -1.270
C 9.341 -14.510 -1.059
C 11.980 -21.386 2.829
C 9.384 -16.622 -5.933
C 14.530 -13.663 -2.114
C 8.383 -14.277 1.110
C 8.080 -20.121 -4.027
C 11.118 -13.896 3.682
C 7.205 -17.841 -2.614
C 15.874 -24.634 -1.401
C 8.781 -14.393 -4.339
C 9.394 -13.097 -1.174
C 8.724 -15.099 0.049
C 14.273 -23.170 -0.304
C 12.384 -22.699 2.660
C 6.620 -20.057 -0.508
C 15.181 -22.508 -2.425
C 12.594 -14.286 -3.430
C 7.209 -16.803 -1.651
C 5.655 -16.644 -3.988
C 8.468 -12.902 0.981
H 12.684 -20.705 3.293
H 15.740 -18.969 -0.548
H 14.722 -25.144 0.439
H 16.486 -23.937 -3.331
H 7.656 -16.927 2.323
H 6.347 -18.576 -4.429
H 15.637 -13.309 -2.129
H 6.170 -19.042 -0.603
H 8.070 -23.596 -0.138
H 13.542 -22.999 0.463
H 10.249 -17.472 -4.187
H 10.013 -19.597 -4.877
H 12.941 -16.266 -6.305
H 8.921 -21.625 1.740
H 9.571 -17.510 -6.528
H 8.989 -11.179 -0.111
H 8.324 -15.594 -7.447
H 5.110 -14.694 -3.284
H 14.386 -13.555 -4.281
H 7.734 -22.447 -7.098
H 12.111 -14.373 -4.402
H 14.249 -15.715 -7.384
H 8.488 -13.581 -3.717
H 14.492 -15.619 -5.616
H 7.690 -13.659 -6.035
H 5.938 -22.430 -5.293
H 9.683 -21.037 -6.885
H 9.796 -12.682 -2.084
H 8.132 -12.262 1.765
H 5.061 -16.576 -4.878
H 16.717 -20.169 -1.641
H 16.380 -25.561 -1.553
H 15.261 -19.448 -2.193
H 14.370 -13.797 0.026
H 13.372 -23.057 3.012
H 8.014 -14.715 1.980
H 15.841 -22.000 -4.319
H 9.316 -23.889 1.669
H 9.096 -21.986 -1.734
H 11.952 -14.574 -0.170
H 6.705 -18.157 1.563
H 6.184 -22.882 1.345
H 5.212 -20.601 1.001
H 6.228 -20.856 -3.504
H 6.239 -16.430 1.391
H 11.545 -24.730 2.189
H 6.355 -14.912 -1.132
```

**ΔE to the lowest compared entry with this formula, charge and spin**: 0.00 kcal per mole
**HOMO energy**: -0.025 Ha
**Spin multiplicity**: 1
**Charge**: -2
**Energy**: -125286.6620 eV
**Gap between HOMO and LUMO**: 4.16 eV

Löwdin population analysis, charges in e, atoms 1 to 5:
1. Cs 0.60
2. S 0.38
3. S 0.72
4. S 0.60
5. P 1.05